Entry 1:
ORCA calculation (the ωB97M-V functional and the def2-TZVPD basis) on a 8-piece molecular cluster, C56H72F5N9O8PS2 overall.

The geometry in XYZ format:
```
153
C56H72F5N9O8PS2 (the ωB97M-V functional and the def2-TZVPD basis)
C 2.022 1.712 -3.478
O 0.668 1.871 -3.819
C -0.101 1.404 -2.720
C -1.553 1.748 -2.878
C -2.383 1.126 -1.742
C -2.040 1.762 -0.368
C -1.617 0.721 0.681
C -0.961 1.375 1.905
C -1.049 0.464 3.149
C -0.107 -0.752 3.041
C -0.531 -1.849 4.063
C -0.324 -3.320 3.619
N 0.467 -3.472 2.361
C -0.150 -3.644 1.174
C -1.691 -3.616 1.182
F -2.156 -3.314 -0.047
F -2.125 -2.560 1.926
C -2.317 -4.899 1.666
C -3.676 -4.866 1.961
C -4.341 -6.008 2.379
C -3.631 -7.199 2.516
C -2.277 -7.214 2.226
C -1.497 -8.501 2.326
F -2.022 -9.358 3.186
F -1.518 -9.114 1.110
F -0.214 -8.284 2.610
C -1.598 -6.078 1.808
C 0.606 -3.848 0.005
P -0.113 -4.225 -1.659
O 1.077 -4.540 -2.647
O -0.816 -2.945 -2.255
S -1.233 -5.789 -1.553
C 1.994 -3.789 0.123
C 2.935 -3.896 -1.044
O 3.120 -2.963 -1.730
O 3.578 -5.083 -1.176
O 3.857 -5.305 -2.553
C 2.618 -3.599 1.371
C 4.120 -3.617 1.396
C 4.736 -2.333 0.839
N 5.840 -2.316 0.240
C 1.817 -3.428 2.480
S 2.700 -3.160 4.069
C 3.798 -1.772 3.858
O 3.424 -4.381 4.265
O 1.874 -2.808 5.185
H 2.154 0.745 -2.979
H 2.688 1.737 -4.333
H 2.343 2.485 -2.775
H 0.002 0.311 -2.652
H 0.291 1.890 -1.822
H -1.877 1.356 -3.843
H -1.718 2.823 -2.893
H -3.431 1.241 -1.995
H -2.130 0.066 -1.686
H -2.902 2.344 -0.047
H -1.224 2.467 -0.519
H -0.920 0.049 0.173
H -2.511 0.178 0.980
H -1.556 2.263 2.104
H 0.073 1.638 1.690
H -0.857 1.035 4.055
H -2.088 0.142 3.205
H -0.180 -1.078 2.010
H 0.883 -0.370 3.294
H -0.034 -1.621 4.995
H -1.592 -1.709 4.235
H -1.291 -3.772 3.488
H 0.141 -3.944 4.369
H -4.229 -3.944 1.863
H -5.396 -5.989 2.591
H -4.169 -8.082 2.820
H -0.543 -6.120 1.595
H 0.898 -5.387 -3.081
H -0.285 -2.136 -2.167
H 3.583 -6.228 -2.663
H 4.516 -4.416 0.781
H 4.542 -3.767 2.380
H 4.204 -1.390 0.943
H 6.251 -3.248 0.167
H 4.802 -2.109 3.629
H 3.786 -1.214 4.785
H 3.458 -1.131 3.048
N 3.452 1.139 0.024
C 4.702 1.012 -0.530
C 5.552 1.839 0.153
C 4.787 2.494 1.162
C 3.496 2.043 1.058
H 2.632 0.650 -0.285
H 4.875 0.345 -1.358
H 6.603 1.962 -0.044
H 5.145 3.214 1.880
H 2.612 2.286 1.625
N -2.668 4.611 -5.020
C -2.824 5.661 -5.882
C -4.062 6.204 -5.664
C -4.677 5.453 -4.626
C -3.793 4.480 -4.248
H -1.854 4.026 -4.963
H -2.045 5.930 -6.574
H -4.480 7.046 -6.189
H -5.656 5.612 -4.205
H -3.867 3.708 -3.501
N 6.526 4.170 -3.877
C 6.509 3.390 -2.753
C 7.539 2.491 -2.853
C 8.205 2.744 -4.083
C 7.558 3.786 -4.690
H 5.882 4.912 -4.075
H 5.770 3.538 -1.985
H 7.791 1.737 -2.127
H 9.061 2.222 -4.476
H 7.742 4.285 -5.626
N -7.408 8.313 -1.231
C -7.419 7.600 -0.063
C -6.367 6.725 -0.096
C -5.691 6.920 -1.332
C -6.356 7.906 -2.009
H -8.071 9.024 -1.479
H -8.171 7.776 0.686
H -6.109 6.024 0.680
H -4.818 6.396 -1.685
H -6.173 8.352 -2.973
N -2.337 -11.605 0.131
C -1.920 -12.785 -0.420
C -2.955 -13.297 -1.157
C -4.040 -12.385 -1.049
C -3.626 -11.353 -0.251
H -1.786 -11.014 0.723
H -0.927 -13.160 -0.240
H -2.938 -14.219 -1.711
H -5.011 -12.478 -1.506
H -4.138 -10.463 0.077
N -5.482 11.360 -1.783
C -4.474 12.264 -1.596
C -4.788 13.397 -2.298
C -6.039 13.169 -2.931
C -6.441 11.905 -2.592
H -5.515 10.436 -1.387
H -3.622 12.024 -0.983
H -4.189 14.290 -2.351
H -6.580 13.854 -3.562
H -7.325 11.350 -2.859
N 5.097 1.535 4.581
C 4.528 1.135 5.763
C 5.347 1.540 6.783
C 6.450 2.215 6.194
C 6.265 2.197 4.838
H 4.716 1.373 3.664
H 3.592 0.601 5.778
H 5.175 1.374 7.833
H 7.282 2.663 6.710
H 6.863 2.598 4.037
```

Output
- HOMO: -0.3375 hartree
- Calculated total energy: -4908.47873 a.u.
- Charge: +1
- LUMO level: -5.154 eV


Entry 2:
ORCA calculation (the ωB97M-V functional and the def2-TZVPD basis) on one molecule with the formula C5H10O.

The geometry in XYZ format:
```
16
C5H10O (the ωB97M-V functional and the def2-TZVPD basis)
C 0.206 -1.994 0.485
C 0.319 -0.830 -0.535
O 0.158 -1.301 -1.855
C -0.791 0.020 -0.071
C -0.339 1.042 0.890
C -0.073 2.135 -0.192
H -0.829 -2.345 0.559
H 0.562 -1.715 1.482
H 0.816 -2.814 0.099
H 1.331 -0.398 -0.465
H -0.790 -1.218 -2.036
H -0.743 1.996 -1.052
H -1.116 1.376 1.584
H 0.595 0.844 1.440
H 0.957 2.073 -0.553
H -0.265 3.128 0.220
```

Output
- HOMO: -0.3193 hartree
- Calculated total energy: -271.61766 a.u.
- Charge: 0
- Energy above the lowest of the compared OMol25 structures with the same formula, charge and spin: 84.69 kcal per mole
- LUMO level: 0.352 eV


Entry 3:
ORCA calculation (the ωB97M-V functional and the def2-TZVPD basis) on C18H10Cl3N4O6Re as an isolated structure.

The geometry in XYZ format:
```
42
C18H10Cl3N4O6Re (the ωB97M-V functional and the def2-TZVPD basis)
Re -0.030 -0.086 0.829
Cl -3.602 -5.806 0.028
C -3.161 -4.141 0.059
C -1.815 -3.821 0.155
C -1.458 -2.483 0.191
N -0.145 -1.945 0.282
C 1.003 -2.676 -0.020
O 1.077 -3.856 -0.223
C 2.217 -1.786 -0.059
C 3.473 -2.289 -0.301
C 4.538 -1.397 -0.345
C 4.302 -0.046 -0.148
C 3.009 0.380 0.093
N 1.983 -0.476 0.144
C -2.429 -1.474 0.112
C -3.773 -1.799 0.017
C -4.129 -3.140 -0.007
Cl -5.800 -3.534 -0.128
N -1.860 -0.173 0.110
C -2.574 0.970 -0.177
O -3.734 1.042 -0.494
C -1.722 2.195 -0.042
C -2.232 3.446 -0.317
C -1.390 4.540 -0.199
C -0.072 4.337 0.182
C 0.363 3.053 0.439
N -0.449 1.993 0.333
H -1.081 -4.607 0.208
H 3.589 -3.352 -0.452
H 5.541 -1.755 -0.534
H 5.103 0.677 -0.177
H 2.780 1.422 0.262
H -4.535 -1.041 -0.051
H -3.268 3.527 -0.614
H -1.755 5.538 -0.400
H 0.617 5.163 0.290
H 1.373 2.860 0.768
O 0.831 -0.847 4.136
Cl 0.146 0.229 3.556
O -0.986 -0.272 2.662
O -0.296 1.212 4.442
O 0.977 0.841 2.416
```

Output
- Spin multiplicity: 2
- HOMO (alpha / beta): -0.4101 / -0.4124 hartree
- Calculated total energy: -2820.83727 a.u.
- <S²>: 0.76
- Charge: +1
- Energy above the lowest of the compared OMol25 structures with the same formula, charge and spin: 0.00 kcal per mole
- LUMO level (alpha / beta): -5.065 / -4.941 eV


Entry 4:
ORCA calculation (the ωB97M-V functional and the def2-TZVPD basis) on a 3-piece molecular cluster, C33H56BFN3O14S overall.

The geometry in XYZ format:
```
109
C33H56BFN3O14S (the ωB97M-V functional and the def2-TZVPD basis)
C 3.178 2.376 8.525
C 3.337 2.516 7.021
O 3.947 1.295 6.578
O 3.623 1.147 5.192
C 3.250 -0.128 4.961
O 3.688 -1.054 5.541
C 2.254 -0.297 3.855
C 0.996 -0.806 4.137
C 0.713 -1.170 5.583
O -0.611 -1.012 6.011
C -0.955 0.207 6.539
C -2.187 0.249 7.189
C -2.668 1.426 7.738
C -1.905 2.592 7.663
C -0.686 2.548 7.006
C -0.210 1.372 6.437
C 0.094 -0.982 3.067
C -1.281 -1.532 3.333
C -1.252 -3.030 3.759
O -1.963 -3.287 4.932
N 0.467 -0.665 1.813
C -0.464 -0.915 0.677
B -1.374 0.340 0.298
O -2.204 0.232 -0.755
O -1.281 1.532 0.999
C 1.694 -0.126 1.545
S 2.165 0.379 -0.112
O 3.298 -0.396 -0.452
O 1.092 0.449 -1.032
F 2.569 1.833 0.165
C 2.637 0.050 2.542
C 4.040 0.555 2.331
C 5.031 -0.609 2.533
C 6.462 -0.310 1.921
O 5.979 -0.451 3.426
H 3.851 1.602 8.884
H 2.169 2.032 8.739
H 3.353 3.313 9.036
H 2.382 2.611 6.513
H 3.936 3.383 6.746
H 1.379 -0.651 6.263
H 0.966 -2.224 5.712
H -2.785 -0.649 7.247
H -3.627 1.419 8.228
H -2.292 3.488 8.120
H -0.106 3.458 6.954
H 0.742 1.357 5.931
H -1.937 -1.438 2.478
H -1.730 -0.906 4.096
H -1.655 -3.607 2.927
H -0.210 -3.344 3.843
H -2.746 -3.801 4.721
H 0.124 -1.265 -0.159
H -1.090 -1.769 0.897
H -2.940 0.843 -0.610
H -1.326 1.369 1.949
H 4.277 0.857 1.328
H 4.339 1.323 3.032
H 4.654 -1.618 2.413
H 7.501 -0.482 2.212
H 6.407 -1.334 1.433
C -6.216 -3.485 -5.360
O -5.140 -2.589 -5.567
C -5.483 -1.435 -6.328
C -5.428 -0.189 -5.471
N -6.509 -0.175 -4.492
C -6.393 0.870 -3.480
C -5.205 0.807 -2.526
O -5.229 -0.297 -1.633
C -4.672 -1.498 -2.146
H -5.809 -4.383 -4.897
H -6.976 -3.063 -4.694
H -6.683 -3.766 -6.308
H -6.463 -1.546 -6.799
H -4.739 -1.342 -7.123
H -5.518 0.692 -6.113
H -4.439 -0.163 -4.993
H -6.539 -1.072 -4.026
H -7.303 0.830 -2.876
H -6.389 1.843 -3.981
H -5.256 1.700 -1.894
H -4.243 0.855 -3.051
H -3.861 -1.303 -2.850
H -5.435 -2.121 -2.619
H -4.269 -2.060 -1.301
C 3.017 -0.304 -8.932
O 3.035 0.996 -8.374
C 1.767 1.456 -7.923
C 1.742 1.576 -6.414
N 1.771 0.264 -5.779
C 1.985 0.300 -4.336
C 3.316 0.841 -3.822
O 4.432 0.034 -4.136
C 5.021 0.271 -5.405
H 3.999 -0.489 -9.364
H 2.820 -1.070 -8.174
H 2.269 -0.383 -9.726
H 0.959 0.811 -8.280
H 1.614 2.450 -8.353
H 0.829 2.098 -6.112
H 2.601 2.195 -6.121
H 2.509 -0.286 -6.199
H 1.889 -0.728 -3.975
H 1.172 0.873 -3.877
H 3.261 0.845 -2.730
H 3.491 1.880 -4.127
H 4.925 1.315 -5.712
H 4.591 -0.378 -6.172
H 6.081 0.028 -5.326
```

Output
- HOMO: -0.3728 hartree
- Calculated total energy: -3031.00360 a.u.
- Charge: +1
- LUMO level: -4.643 eV


Entry 5:
ORCA calculation (the ωB97M-V functional and the def2-TZVPD basis) on one molecule with the formula C3H3NOS.

The geometry in XYZ format:
```
9
C3H3NOS (the ωB97M-V functional and the def2-TZVPD basis)
S -2.025 4.276 -1.116
C -1.390 2.694 -0.888
O -1.357 1.547 -1.698
C -0.702 1.016 -0.546
C 0.366 0.216 0.092
N -1.043 0.015 0.355
H 0.947 -0.362 -0.445
H 0.687 0.639 0.956
H -1.485 -0.884 0.297
```

Output
- HOMO (alpha / beta): -0.3023 / -0.3023 hartree
- Calculated total energy: -644.07620 a.u.
- SMILES string: S=C1O[C@@]12CN2
- Charge: 0
- Energy above the lowest of the compared OMol25 structures with the same formula, charge and spin: 132.24 kcal per mole
- LUMO level (alpha / beta): 0.317 / 0.316 eV


Entry 6:
ORCA calculation (the ωB97M-V functional and the def2-TZVPD basis) on an isolated ion of composition C11H17N4O and charge +1.

The geometry in XYZ format:
```
33
C11H17N4O (the ωB97M-V functional and the def2-TZVPD basis)
C 0.092 -1.544 -2.746
N 0.018 -2.062 -1.407
C -0.129 -1.261 -0.249
N 0.791 -2.012 0.788
C 0.522 -1.872 2.205
C -1.880 -1.062 0.425
O -2.657 -1.979 0.260
N -1.893 0.166 0.883
C -3.062 0.877 1.417
C -0.700 0.911 0.431
C -0.498 2.337 0.493
C 0.710 2.882 0.093
C 1.658 2.131 -0.607
N 2.899 2.625 -1.011
C 1.436 0.704 -0.682
C 0.250 0.156 -0.206
H 0.330 -0.406 -2.587
H 0.969 -1.894 -3.274
H -0.696 -1.837 -3.517
H -0.510 -2.864 -1.325
H 0.940 -2.964 0.418
H 1.698 -1.578 0.608
H 0.335 -0.751 2.238
H -0.244 -2.431 2.687
H 1.512 -2.011 2.790
H -2.918 1.416 2.383
H -3.354 1.491 0.585
H -3.893 0.097 1.573
H -1.267 2.833 0.936
H 0.881 3.934 0.308
H 3.001 3.708 -1.068
H 3.391 2.089 -1.700
H 2.270 0.169 -1.142
```

Output
- HOMO: -0.4139 hartree
- Calculated total energy: -723.32361 a.u.
- SMILES string: CN[C@]1([NH2+]C)C(=O)N(C)c2ccc(N)cc21
- Charge: +1
- Energy above the lowest of the compared OMol25 structures with the same formula, charge and spin: 13.30 kcal per mole
- LUMO level: -2.689 eV